Formula: C26H57FN18O11S
Source: OMol25
Level of theory: the ωB97M-V functional and the def2-TZVPD basis

```
114
Properties=species:S:1:pos:R:3:mulliken_charge:R:1
C 2.61 -0.46 0.82 -0.44
O 2.58 -0.71 -0.64 -0.34
C 1.83 0.39 -1.31 -0.19
C 0.22 0.27 -1.00 -0.74
C -0.34 1.34 0.12 -0.16
C -1.46 2.38 -0.50 0.37
C -1.22 3.01 -1.99 -0.67
C -2.25 4.10 -2.74 0.44
N -1.84 4.56 -4.11 -0.50
C -2.88 5.53 -4.59 0.41
F -2.65 6.12 -5.96 -0.26
C -4.22 6.02 -3.81 -0.06
S -5.40 7.24 -4.67 -0.22
N -4.55 5.55 -2.42 -0.44
C -3.55 4.57 -1.88 0.27
C -3.86 3.95 -0.36 0.21
O -5.02 4.31 0.46 -0.43
C -6.29 3.83 -0.10 -0.81
C -6.42 2.20 -0.25 0.84
C -7.10 1.56 1.13 -1.33
C -7.33 1.89 -1.60 0.10
C -6.38 0.96 -2.62 -0.88
C -8.78 1.21 -1.26 -1.15
C -2.80 2.85 0.32 0.22
O -3.09 2.34 1.70 -0.56
H 1.74 -1.02 1.41 0.20
H 3.65 -0.77 1.27 0.14
H 2.47 0.69 1.09 0.22
H 2.19 1.46 -0.94 0.36
H 2.05 0.37 -2.49 -0.02
H 0.04 -0.84 -0.62 0.36
H -0.36 0.36 -2.02 0.43
H -0.84 0.71 1.00 0.18
H 0.59 1.91 0.54 0.29
H -0.25 2.67 -2.57 0.26
H -6.16 6.53 -5.65 0.16
H -7.14 4.16 0.66 0.26
H -6.54 4.43 -1.10 0.33
H -5.41 1.63 -0.40 0.11
H -6.32 1.82 2.00 0.31
H -7.12 0.39 1.03 0.31
H -8.14 2.05 1.36 0.29
H -7.56 2.87 -2.23 0.31
H -6.76 1.12 -3.72 0.18
H -5.28 1.41 -2.59 0.24
H -6.39 -0.16 -2.26 0.25
H -9.42 1.27 -2.27 0.32
H -8.62 0.12 -0.88 0.23
H -9.34 1.92 -0.50 0.29
H -2.46 2.82 2.35 0.30
C 3.41 -0.81 -5.00 0.70
O 2.31 -0.52 -4.57 -0.66
N 3.65 -1.93 -5.71 -0.42
N 4.49 -0.03 -4.81 -0.37
H 4.55 -2.18 -6.07 0.15
H 2.86 -2.54 -5.87 0.22
H 4.36 0.82 -4.28 0.22
H 5.41 -0.25 -5.16 0.16
C 4.76 -4.27 1.53 0.53
O 4.01 -5.19 1.26 -0.70
N 4.79 -3.13 0.82 -0.06
N 5.63 -4.31 2.56 -0.33
H 5.40 -2.35 1.03 0.14
H 4.15 -3.05 0.04 0.05
H 5.64 -5.15 3.12 0.24
H 6.25 -3.56 2.80 0.16
C 7.61 -1.76 -0.78 0.61
O 6.51 -1.47 -0.35 -0.71
N 7.85 -2.88 -1.49 -0.30
N 8.69 -0.98 -0.59 -0.43
H 8.75 -3.13 -1.85 0.20
H 7.06 -3.49 -1.65 0.21
H 8.56 -0.12 -0.06 0.23
H 9.61 -1.20 -0.94 0.15
C -7.69 -0.52 -6.27 0.66
O -7.39 -0.48 -5.09 -0.64
N -8.67 0.23 -6.79 -0.38
N -7.07 -1.32 -7.15 -0.42
H -8.94 0.21 -7.76 0.16
H -9.17 0.85 -6.16 0.22
H -6.32 -1.91 -6.80 0.22
H -7.30 -1.37 -8.13 0.16
C -0.97 2.75 5.29 0.78
O -1.10 3.45 4.30 -0.70
N 0.18 2.13 5.59 -0.44
N -1.98 2.52 6.16 -0.39
H 0.30 1.54 6.40 0.19
H 0.96 2.27 4.97 0.19
H -2.86 2.97 5.96 0.23
H -1.89 1.94 6.97 0.18
C 8.63 -5.82 -0.07 0.67
O 8.50 -5.11 -1.06 -0.66
N 9.78 -6.44 0.23 -0.43
N 7.62 -6.04 0.80 -0.28
H 9.90 -7.03 1.04 0.16
H 10.56 -6.30 -0.39 0.23
H 6.74 -5.60 0.60 0.14
H 7.71 -6.62 1.61 0.16
C 2.74 3.69 8.07 0.60
O 2.87 2.48 8.08 -0.66
N 1.66 4.30 7.53 -0.31
N 3.65 4.53 8.58 -0.40
H 1.54 5.30 7.51 0.16
H 0.95 3.71 7.13 0.18
H 4.48 4.11 9.00 0.23
H 3.56 5.53 8.58 0.16
C 1.60 -7.83 4.27 0.58
O 1.17 -8.80 4.88 -0.66
N 1.34 -6.57 4.64 -0.35
N 2.37 -7.95 3.17 -0.35
H 1.68 -5.76 4.15 0.17
H 0.76 -6.44 5.46 0.20
H 2.59 -8.89 2.86 0.18
H 2.73 -7.17 2.66 0.22
```

The frontier orbital gap is 0.2448 Ha. The total energy is -3335.89923 a.u. As for the SMILES: COCCCc1cc2nc(F)c(S)nc2c(OC[C@@H](C)C(C)C)c1O.NC(N)=O.NC(N)=O.NC(N)=O.NC(N)=O.NC(N)=O.NC(N)=O.NC(N)=O.NC(N)=O. The value obtained for the molecular weight is 848.922 g mol⁻¹. The calculation puts the relative energy (zero: lowest compared OMol25 entry of this formula, charge and spin) at 1566.5 kJ/mol. As for the total charge: 0. Its LUMO energy is -1.1 eV. As for the spin multiplicity: 1.


Formula: C26H58N2O6
Source: OMol25
Level of theory: the ωB97M-V functional and the def2-TZVPD basis

```
92
Properties=species:S:1:pos:R:3:mulliken_charge:R:1
C 1.91 1.43 -1.00 -0.94
O 0.63 1.23 -0.47 -0.01
C 0.34 -0.13 -0.38 -0.22
C -0.91 -0.36 0.44 -0.29
O -1.39 -1.64 0.16 -0.21
C -2.43 -2.05 1.01 -0.75
H 2.11 2.51 -0.96 0.31
H 2.07 1.09 -2.03 0.29
H 2.68 0.98 -0.36 0.31
H 1.14 -0.70 0.13 0.25
H 0.28 -0.62 -1.36 0.12
H -1.67 0.43 0.32 0.07
H -0.65 -0.21 1.51 0.30
H -2.05 -2.35 1.99 0.31
H -2.95 -2.88 0.53 0.13
H -3.14 -1.23 1.18 0.37
C -0.29 4.34 0.72 -0.39
O -0.90 5.59 0.47 -0.46
C -2.15 5.49 -0.20 -0.54
C -2.03 5.18 -1.66 -0.53
O -1.57 3.91 -2.03 -0.33
C -2.42 2.87 -1.64 -0.37
H 0.18 3.91 -0.17 0.24
H -1.01 3.61 1.10 0.20
H 0.48 4.47 1.48 0.20
H -2.60 6.48 -0.12 0.36
H -2.82 4.81 0.35 0.36
H -1.37 5.95 -2.08 0.33
H -3.04 5.34 -2.10 0.38
H -3.42 3.01 -2.08 0.40
H -2.59 2.78 -0.56 0.20
H -1.98 1.93 -1.98 -0.06
C 4.11 -0.17 6.10 -1.89
C 4.94 0.71 5.16 1.61
C 5.38 -0.05 3.90 -1.37
C 4.20 -0.21 2.96 -0.81
C 3.73 1.15 2.48 -0.35
C 3.28 2.00 3.65 1.80
N 4.29 1.94 4.72 0.31
O 3.90 2.69 5.85 -0.50
C 3.17 3.46 3.20 -2.15
C 1.89 1.57 4.15 -1.70
C 6.21 1.15 5.93 -1.72
H 3.36 -0.72 5.54 0.35
H 3.58 0.49 6.80 0.39
H 4.74 -0.83 6.68 0.53
H 6.16 0.52 3.40 0.45
H 5.71 -1.05 4.18 0.49
H 3.33 -0.72 3.38 0.38
H 4.45 -0.85 2.10 0.34
H 2.87 1.12 1.81 -0.32
H 4.48 1.70 1.89 0.42
H 2.70 4.09 3.95 0.53
H 4.19 3.86 3.05 0.48
H 2.73 3.56 2.21 0.23
H 1.56 2.14 5.02 0.39
H 1.16 1.69 3.33 0.33
H 1.87 0.52 4.45 0.34
H 7.08 0.59 5.56 0.41
H 6.11 0.97 7.00 0.35
H 6.47 2.20 5.81 0.35
H 4.19 3.59 5.67 0.34
C -2.98 -1.38 -3.24 -1.54
C -2.64 -2.24 -4.46 1.64
C -1.24 -2.83 -4.27 -1.33
C -1.20 -3.89 -3.19 -0.02
C -2.19 -4.98 -3.57 -1.74
C -3.63 -4.52 -3.84 2.09
N -3.58 -3.32 -4.66 0.16
O -4.88 -2.82 -4.92 -0.50
C -4.32 -5.63 -4.63 -1.95
C -4.37 -4.30 -2.49 -1.55
C -2.61 -1.36 -5.69 -2.07
H -2.24 -0.59 -3.07 0.33
H -2.96 -1.97 -2.32 0.16
H -3.98 -0.93 -3.30 0.42
H -0.97 -3.30 -5.22 0.37
H -0.60 -1.96 -4.10 0.47
H -1.39 -3.47 -2.20 -0.10
H -0.20 -4.32 -3.20 0.41
H -2.23 -5.67 -2.71 0.53
H -1.79 -5.66 -4.33 0.40
H -3.95 -6.61 -4.34 0.44
H -5.41 -5.63 -4.48 0.42
H -4.21 -5.49 -5.71 0.39
H -3.83 -4.63 -1.59 0.22
H -4.62 -3.25 -2.33 0.35
H -5.30 -4.87 -2.47 0.39
H -3.57 -0.90 -5.93 0.40
H -2.34 -1.89 -6.60 0.45
H -1.87 -0.56 -5.55 0.39
H -5.17 -3.32 -5.69 0.37
```

The frontier orbital gap is 0.3254 Ha. The total energy is -1586.20677 a.u. As for the SMILES: CC1(C)CCCC(C)(C)N1O.CC1(C)CCCC(C)(C)N1O.COCCOC.COCCOC. The value obtained for the molecular weight is 494.758 g mol⁻¹. The calculation puts the relative energy (zero: lowest compared OMol25 entry of this formula, charge and spin) at 0.0 kJ/mol. As for the total charge: 0. Its LUMO energy is 0.7 eV. As for the spin multiplicity: 1.


Formula: C26H58O18
Source: OMol25
Level of theory: the ωB97M-V functional and the def2-TZVPD basis

```
102
Properties=species:S:1:pos:R:3:mulliken_charge:R:1
O -3.38 0.48 2.05 -0.41
C -3.00 0.31 3.38 0.82
O -1.95 -0.35 3.56 -0.72
O -3.73 0.82 4.25 -0.85
H -2.76 -0.11 1.58 0.29
O 0.36 0.05 1.02 -0.43
C -0.31 -0.93 0.24 0.62
O -1.56 -0.86 0.29 -0.74
O 0.36 -1.76 -0.40 -0.72
H -0.43 0.17 1.59 0.20
C -3.57 4.20 -0.03 -0.43
O -2.23 4.23 0.38 -0.44
C -1.85 3.09 1.14 0.19
C -0.48 3.34 1.71 -0.67
O -0.52 4.41 2.65 -0.35
C 0.68 4.55 3.34 -0.32
C 0.56 5.75 4.25 -0.43
O 1.64 5.96 5.12 -0.37
C 1.87 4.95 6.07 -0.72
H -3.76 5.06 -0.66 0.30
H -4.24 4.18 0.84 0.31
H -3.75 3.27 -0.59 0.02
H -1.67 2.23 0.49 0.00
H -2.60 2.84 1.90 0.41
H 0.18 3.62 0.87 0.23
H -0.05 2.43 2.14 0.37
H 1.54 4.69 2.65 0.23
H 0.90 3.63 3.89 0.28
H -0.40 5.66 4.77 0.32
H 0.45 6.65 3.65 0.28
H 1.02 4.71 6.72 0.32
H 2.67 5.35 6.71 0.24
H 2.21 4.00 5.65 0.29
C 8.10 1.45 2.45 -0.65
O 7.64 0.21 1.94 -0.40
C 7.21 0.30 0.59 -0.47
C 5.87 1.01 0.41 -0.51
O 5.09 0.24 -0.46 -0.31
C 3.70 0.54 -0.43 -1.08
C 3.00 0.02 -1.66 0.64
O 3.34 0.70 -2.87 -0.44
C 2.91 2.02 -2.95 -0.52
H 7.25 2.13 2.39 0.28
H 8.91 1.85 1.84 0.28
H 8.44 1.28 3.47 0.22
H 7.07 -0.74 0.28 0.32
H 8.00 0.72 -0.05 0.32
H 6.03 2.00 -0.04 0.35
H 5.38 1.26 1.36 0.38
H 3.59 1.64 -0.40 0.25
H 3.23 0.19 0.49 0.47
H 1.93 0.16 -1.49 -0.14
H 3.24 -1.03 -1.82 0.23
H 3.16 2.42 -3.93 0.30
H 3.28 2.69 -2.16 0.27
H 1.82 2.09 -2.81 0.16
C -1.00 0.59 -3.32 0.17
O -0.71 -0.71 -3.73 -0.18
C 0.47 -0.79 -4.53 0.14
C 0.58 -2.13 -5.19 -0.82
O 0.43 -3.21 -4.32 -0.33
C 1.54 -3.37 -3.47 0.07
C 1.49 -4.68 -2.72 -0.81
O 0.27 -4.79 -2.04 -0.22
C 0.16 -5.91 -1.21 -0.70
H -1.99 0.66 -2.88 -0.46
H -0.94 1.32 -4.14 0.41
H -0.32 0.91 -2.52 -0.11
H 1.23 -0.60 -3.76 -0.15
H 0.51 0.07 -5.21 0.45
H 1.50 -2.13 -5.81 0.38
H -0.16 -2.22 -5.99 0.36
H 1.66 -2.55 -2.75 -0.13
H 2.44 -3.36 -4.11 0.40
H 2.30 -4.76 -1.99 0.37
H 1.57 -5.50 -3.46 0.37
H 0.38 -5.61 -0.18 0.28
H 0.82 -6.74 -1.51 0.38
H -0.85 -6.33 -1.27 0.07
C -3.40 -5.75 0.84 -0.81
O -2.63 -4.58 0.75 -0.13
C -3.08 -3.51 1.57 -0.28
C -4.48 -3.00 1.22 -0.65
O -4.50 -2.69 -0.16 -0.03
C -5.71 -2.08 -0.56 -0.77
C -5.50 -1.35 -1.87 -0.67
O -4.33 -0.60 -1.90 -0.24
C -4.41 0.59 -1.13 -0.22
H -3.59 -6.03 1.88 0.34
H -2.86 -6.55 0.33 0.22
H -4.37 -5.57 0.37 0.24
H -2.33 -2.73 1.54 0.04
H -3.16 -3.83 2.62 0.38
H -4.63 -2.12 1.86 0.42
H -5.20 -3.82 1.37 0.42
H -6.04 -1.39 0.23 0.41
H -6.49 -2.86 -0.59 0.38
H -6.40 -0.76 -2.09 0.38
H -5.44 -2.07 -2.69 0.31
H -5.09 1.31 -1.62 0.44
H -3.43 1.04 -1.16 -0.53
H -4.72 0.35 -0.11 0.30
```

The frontier orbital gap is 0.2133 Ha. The total energy is -2379.61665 a.u. The value obtained for the molecular weight is 658.732 g mol⁻¹. The calculation puts the relative energy (zero: lowest compared OMol25 entry of this formula, charge and spin) at 0.0 kJ/mol. As for the total charge: -2. Its LUMO energy is 3.8 eV. As for the spin multiplicity: 1.


Formula: C26H59B2CdF4N9O8S4
Source: OMol25
Level of theory: the ωB97M-V functional and the def2-TZVPD basis

```
113
Properties=species:S:1:pos:R:3:mulliken_spin:R:1
Cd -0.63 2.70 0.38 0.00
B -2.70 3.10 -0.13 0.00
H -1.97 3.00 -0.92 0.00
H -3.69 2.95 -0.53 0.00
H -2.59 2.37 0.67 0.00
H -2.57 4.07 0.31 0.00
B -0.19 0.89 -0.62 -0.06
H 0.11 0.03 -1.21 0.02
H -1.06 0.63 -0.04 0.00
H 0.61 1.20 0.03 0.02
H -0.36 1.69 -1.32 0.00
C 3.26 -1.96 -3.13 0.01
C 2.39 -2.67 -2.04 0.09
N 2.82 -2.40 -0.71 -0.08
C 1.93 -1.93 0.30 0.22
C 2.64 -1.92 1.50 0.12
N 3.96 -2.17 1.19 0.05
C 4.07 -2.53 -0.12 0.60
C 5.08 -2.30 2.08 0.03
H 4.28 -2.34 -3.21 0.00
H 3.42 -0.91 -2.89 0.00
H 2.88 -2.02 -4.14 0.00
H 2.32 -3.74 -2.22 -0.04
H 1.38 -2.27 -2.01 0.06
H 0.91 -1.68 0.06 -0.11
H 2.36 -1.81 2.54 0.01
H 4.96 -2.84 -0.65 0.08
H 5.77 -1.47 1.92 0.01
H 5.54 -3.26 1.83 -0.02
H 4.80 -2.44 3.12 0.01
C 2.11 1.55 -4.91 0.00
C 1.54 1.79 -3.51 0.00
N 2.60 2.03 -2.57 0.00
C 2.91 1.36 -1.38 -0.13
C 4.16 1.79 -0.92 0.10
N 4.63 2.80 -1.76 -0.02
C 3.62 3.00 -2.72 0.00
C 5.77 3.71 -1.50 0.00
H 2.39 2.46 -5.45 0.00
H 1.45 0.87 -5.45 0.00
H 3.06 1.01 -4.82 0.00
H 0.99 0.93 -3.14 0.00
H 0.78 2.57 -3.50 0.00
H 2.21 0.62 -1.01 0.00
H 4.72 1.60 -0.02 0.03
H 3.68 3.71 -3.54 0.00
H 6.11 3.49 -0.49 0.00
H 5.57 4.72 -1.85 0.00
H 6.56 3.28 -2.11 0.00
C -1.96 2.97 -3.79 0.00
C -3.23 2.02 -3.81 0.00
N -2.88 0.61 -3.66 0.00
C -1.89 -0.12 -4.31 0.00
C -2.00 -1.39 -3.71 0.00
N -3.08 -1.41 -2.85 0.00
C -3.56 -0.16 -2.81 0.00
C -3.47 -2.47 -1.95 0.00
H -2.29 4.00 -3.65 0.00
H -1.36 2.88 -4.69 0.00
H -1.38 2.80 -2.88 0.00
H -3.90 2.15 -4.66 0.00
H -3.94 2.26 -3.02 0.00
H -1.32 0.26 -5.14 0.00
H -1.32 -2.22 -3.79 0.00
H -4.40 0.26 -2.27 0.00
H -3.90 -3.27 -2.55 0.00
H -4.23 -2.16 -1.22 0.00
H -2.57 -2.93 -1.54 0.00
C -1.04 -6.51 4.81 0.00
C -1.89 -5.23 4.77 0.01
C -1.46 -4.00 3.94 0.00
N -2.52 -2.89 3.81 -0.01
C -2.93 -2.31 5.15 0.00
C -3.80 -3.30 3.02 0.00
C -3.42 -3.21 1.56 -0.01
C -2.49 -1.97 1.45 -0.04
C -2.00 -1.70 2.89 -0.01
H -1.50 -7.31 5.40 0.00
H -0.17 -6.23 5.39 0.00
H -0.79 -6.92 3.83 0.00
H -2.19 -4.81 5.73 0.00
H -2.83 -5.55 4.34 0.00
H -1.36 -4.23 2.88 0.00
H -0.58 -3.58 4.42 -0.01
H -3.73 -1.59 5.06 0.00
H -2.06 -1.99 5.73 0.00
H -3.43 -3.14 5.66 0.00
H -4.54 -2.56 3.32 0.00
H -4.02 -4.33 3.29 0.00
H -4.31 -3.01 0.96 0.00
H -2.88 -4.11 1.28 0.00
H -2.95 -1.07 1.06 0.00
H -1.56 -2.14 0.91 0.05
H -2.46 -0.75 3.12 0.00
H -0.94 -1.50 3.05 0.01
N 0.38 4.17 -0.39 0.00
S 0.51 5.22 -1.48 0.00
O 1.11 4.72 -2.73 0.00
O 0.58 6.65 -1.17 0.00
F -1.08 5.09 -1.95 0.00
S 1.77 4.65 0.47 0.00
O 1.48 5.47 1.61 0.00
O 3.06 4.85 -0.20 0.00
F 2.02 3.26 1.24 0.00
N -0.54 2.60 2.32 0.00
S -0.22 1.75 3.60 0.00
O -1.29 1.05 4.19 0.00
O 0.73 2.39 4.55 0.00
F 0.66 0.55 2.88 0.00
S -1.59 3.65 3.24 0.00
O -1.27 4.16 4.52 0.00
O -2.98 3.40 3.01 0.00
F -1.36 4.95 2.30 0.00
```

The frontier orbital gap (alpha / beta) is 0.1372 / 0.2948 Ha. The total energy is -4329.68326 a.u. The value obtained for the molecular weight is 964.109 g mol⁻¹. As for the total charge: +1. Its LUMO energy (alpha / beta) is -2.4 / -2.4 eV. As for the spin multiplicity: 2.


Which of these has the lowest molecular weight? C26H58N2O6


Among the records above, which one has the highest spin multiplicity? C26H59B2CdF4N9O8S4


Which formula does entry 1 have? C26H57FN18O11S